1.
143
Properties=species:S:1:pos:R:3:forces:R:3:lowdin_charge:R:1 method="wB97M-V/def2-TZVPD" homo_energy_ev=-9.37 orbital_gap_ev=9.66 spin_multiplicity=1
C -3.814 1.758 2.244 0.07 -0.10 -0.34 -0.0646
C -3.798 0.369 1.572 -0.27 0.48 -0.12 -0.3847
C -4.862 0.354 0.462 0.15 0.19 -0.02 -0.0791
C -2.354 0.064 1.086 0.26 -0.06 0.20 -0.2940
C -2.102 0.337 -0.405 -0.17 0.13 -0.01 -0.0714
C -1.869 -1.352 1.469 -0.37 0.03 -0.21 -0.1380
O -1.118 -1.280 2.684 0.22 -0.01 -0.29 -0.0535
C 0.135 -1.849 2.850 0.22 -0.23 0.66 -0.4407
C 0.297 -3.261 2.315 0.45 0.06 0.10 0.0597
O 0.256 -1.915 4.312 -0.35 0.36 -0.28 -0.1143
S 0.392 -0.426 4.871 0.02 0.23 -0.09 0.6358
O -0.860 0.195 5.163 0.35 -0.30 -0.04 -0.2302
O 1.382 -0.481 5.895 -0.07 0.21 -0.35 -0.2210
O 0.922 0.241 3.488 0.07 -0.19 0.30 -0.1027
C 1.305 -0.822 2.570 -0.52 -0.62 -0.12 -0.4237
C 1.329 -0.374 1.114 0.26 0.82 -0.18 -0.0591
C 2.113 -1.323 0.187 -0.71 -0.41 -0.26 -0.1548
C 2.603 -0.690 -1.135 -0.12 -0.34 0.01 -0.1653
C 1.751 -1.100 -2.363 0.19 -0.14 -0.74 -0.1812
N 1.498 0.026 -3.301 -0.39 0.75 0.88 0.0400
C 0.176 0.431 -3.539 0.05 -0.42 -0.24 -0.5425
N -0.673 -0.379 -4.039 0.13 0.28 0.38 0.1409
N -0.074 1.827 -3.218 0.02 -0.39 -0.53 0.0919
O 2.475 -1.397 3.014 0.09 0.28 -0.03 -0.0341
C 3.729 -0.732 2.747 0.42 -0.31 -0.29 -0.1299
C 4.351 0.170 3.824 0.41 0.05 0.06 -0.2771
C 5.886 -0.016 3.698 -0.10 0.07 -0.11 -0.0671
C 4.070 1.709 3.762 -0.33 0.10 0.10 -0.3571
C 3.169 2.256 4.890 0.25 0.19 -0.15 -0.0829
C 3.569 2.227 2.399 0.21 0.34 0.08 -0.0512
H -3.301 1.742 3.209 -0.09 0.04 -0.09 0.0791
H -4.835 2.140 2.357 0.12 -0.13 0.18 0.0770
H -3.286 2.470 1.592 -0.08 -0.07 0.14 0.0837
H -4.111 -0.379 2.308 0.26 0.07 -0.04 0.0765
H -4.802 -0.529 -0.182 -0.09 0.02 0.14 0.0803
H -5.860 0.420 0.908 0.14 -0.17 -0.08 0.0813
H -4.755 1.239 -0.180 -0.01 -0.18 0.04 0.0717
H -1.694 0.743 1.644 -0.09 -0.15 -0.02 0.1358
H -2.428 -0.501 -1.032 0.07 0.13 0.00 0.0846
H -2.632 1.231 -0.750 0.05 -0.11 0.09 0.0699
H -1.036 0.528 -0.579 -0.13 -0.19 -0.08 0.0636
H -2.716 -2.008 1.698 0.06 0.07 -0.31 0.0852
H -1.310 -1.797 0.637 0.15 0.05 0.22 0.1158
H -0.240 -3.407 1.376 0.01 0.07 0.18 0.0881
H 1.356 -3.473 2.144 -0.16 0.03 0.08 0.0998
H -0.069 -3.962 3.069 -0.10 0.08 -0.17 0.1063
H 0.302 -0.281 0.758 0.10 0.08 0.12 0.0971
H 1.758 0.636 1.033 -0.27 -0.40 0.07 0.1069
H 1.415 -2.119 -0.106 0.20 -0.14 0.17 0.1049
H 2.920 -1.822 0.728 -0.08 0.19 -0.18 0.1053
H 3.618 -1.060 -1.315 -0.02 0.38 0.01 0.0823
H 2.644 0.405 -1.069 0.06 -0.19 0.11 0.0863
H 2.307 -1.863 -2.927 -0.15 -0.02 0.19 0.0893
H 0.797 -1.561 -2.087 0.03 0.24 0.03 0.1071
H 1.991 0.846 -2.965 0.07 -0.10 -0.10 0.0699
H -1.556 0.109 -4.196 0.13 -0.22 0.22 -0.0251
H -0.112 2.313 -4.118 0.07 0.14 0.31 -0.0020
H -1.021 1.876 -2.850 0.04 0.04 -0.01 0.0490
H 4.402 -1.586 2.610 -0.07 0.16 0.05 0.1307
H 3.707 -0.216 1.778 -0.06 -0.08 0.32 0.1145
H 4.079 -0.215 4.814 -0.22 0.05 -0.19 0.1378
H 6.395 0.461 4.541 -0.08 -0.03 -0.10 0.0830
H 6.175 -1.071 3.680 -0.03 0.11 0.03 0.0761
H 6.258 0.461 2.778 -0.07 -0.15 0.15 0.0836
H 5.042 2.189 3.929 -0.08 -0.16 -0.06 0.1176
H 2.119 2.313 4.592 0.07 -0.26 0.17 0.0669
H 3.483 3.284 5.115 -0.13 -0.15 -0.06 0.0792
H 3.280 1.688 5.815 -0.17 -0.05 -0.06 0.0649
H 3.057 3.185 2.549 0.10 -0.11 -0.04 0.0858
H 2.851 1.558 1.918 0.29 0.36 0.28 0.0337
H 4.399 2.425 1.707 -0.19 -0.26 0.00 0.0769
Cl -2.421 3.231 -6.630 0.14 0.02 0.09 0.5326
C -1.005 4.231 -7.078 -0.01 0.01 -0.03 -0.6527
C 0.130 3.401 -7.621 0.03 -0.02 -0.05 -0.6572
Cl 0.879 2.368 -6.375 0.10 0.00 0.03 0.6113
H -0.700 4.790 -6.197 -0.04 -0.04 0.03 0.0696
H -1.345 4.929 -7.841 0.01 -0.04 -0.04 0.0617
H 0.916 4.050 -8.005 -0.03 0.05 0.05 0.0808
H -0.208 2.751 -8.420 0.02 -0.04 0.12 -0.0047
Cl 7.423 2.082 -0.450 -0.03 -0.02 0.09 0.5377
C 7.146 3.105 -1.878 0.06 0.02 -0.06 -0.6663
C 5.694 3.465 -2.064 0.00 0.10 -0.09 -0.6458
Cl 4.711 2.037 -2.480 -0.05 0.02 0.02 0.5518
H 7.522 2.563 -2.743 -0.02 -0.01 0.01 0.0684
H 7.732 4.014 -1.747 -0.02 0.00 0.03 0.0736
H 5.613 4.163 -2.896 -0.04 -0.02 0.00 0.0738
H 5.261 3.921 -1.177 0.05 -0.06 0.05 0.0679
Cl 5.432 -1.004 -3.739 -0.02 -0.04 -0.01 0.5402
C 5.208 -2.663 -4.356 0.06 -0.02 0.00 -0.6451
C 5.129 -3.677 -3.243 -0.06 -0.03 -0.01 -0.6647
Cl 6.679 -3.860 -2.384 0.00 0.01 0.02 0.5443
H 6.032 -2.879 -5.032 0.02 0.01 0.03 0.0705
H 4.279 -2.674 -4.918 -0.10 0.01 -0.05 0.0569
H 4.872 -4.651 -3.657 0.02 0.01 -0.01 0.0759
H 4.377 -3.395 -2.509 0.02 0.01 0.00 0.0514
Cl 1.248 -3.884 -6.845 0.05 -0.03 -0.05 0.5272
C 0.972 -2.311 -6.042 0.01 -0.05 0.15 -0.6840
C 0.208 -1.342 -6.895 -0.15 0.15 -0.01 -0.6671
Cl 1.143 -0.785 -8.315 0.01 -0.04 -0.10 0.5173
H 1.941 -1.901 -5.776 0.08 0.02 0.03 0.0503
H 0.402 -2.503 -5.134 0.00 0.07 -0.06 0.0550
H -0.014 -0.465 -6.293 0.03 -0.02 -0.05 0.0108
H -0.722 -1.770 -7.262 0.04 -0.05 -0.04 0.0707
Cl -2.745 1.006 -12.818 -0.01 0.01 0.00 0.5433
C -1.141 1.742 -12.571 0.03 0.01 -0.03 -0.6630
C -0.802 1.882 -11.110 0.08 -0.06 0.04 -0.6419
Cl -1.840 3.087 -10.292 -0.16 0.00 -0.24 0.5849
H -1.139 2.706 -13.073 -0.03 0.00 0.01 0.0675
H -0.411 1.090 -13.048 -0.01 -0.01 0.02 0.0751
H 0.228 2.221 -11.004 -0.02 0.02 -0.02 0.0776
H -0.916 0.939 -10.581 -0.03 0.02 0.00 0.0640
Cl -4.769 -2.847 3.187 -0.11 -0.14 0.08 0.5874
C -4.059 -2.387 4.763 0.13 0.09 -0.01 -0.6327
C -4.873 -2.892 5.924 0.07 -0.05 0.02 -0.6621
Cl -6.456 -2.075 6.039 -0.03 0.01 0.01 0.5494
H -3.971 -1.303 4.777 0.00 -0.01 -0.02 0.0713
H -3.060 -2.817 4.799 -0.01 0.00 0.00 0.0759
H -4.345 -2.693 6.855 -0.01 0.03 -0.01 0.0412
H -5.060 -3.960 5.848 -0.03 0.02 -0.02 0.0716
Cl -8.061 -4.305 11.301 0.00 -0.01 0.01 0.5367
C -7.473 -2.641 11.048 0.00 0.05 0.02 -0.6665
C -6.852 -2.457 9.688 -0.06 0.06 -0.05 -0.6728
Cl -5.323 -3.362 9.522 0.02 -0.02 0.01 0.5516
H -6.764 -2.418 11.842 0.01 -0.03 -0.01 0.0668
H -8.333 -1.980 11.144 0.00 -0.01 -0.02 0.0726
H -6.618 -1.406 9.530 0.02 -0.01 0.01 0.0725
H -7.516 -2.790 8.895 0.02 -0.03 0.01 0.0500
Cl -3.858 0.839 -3.856 -0.15 0.08 0.08 0.5703
C -4.517 0.198 -5.388 0.04 0.04 -0.10 -0.6433
C -5.700 -0.705 -5.152 -0.04 0.01 -0.03 -0.6613
Cl -5.232 -2.218 -4.336 0.00 0.00 0.01 0.5428
H -3.711 -0.325 -5.898 0.00 -0.02 0.04 0.0682
H -4.818 1.055 -5.988 -0.02 0.00 0.03 0.0658
H -6.141 -0.977 -6.110 0.02 -0.01 0.00 0.0747
H -6.454 -0.217 -4.540 0.02 -0.01 0.02 0.0684
Cl 0.748 1.576 11.087 0.00 0.01 0.00 0.5289
C -0.453 1.690 9.771 -0.07 0.00 -0.02 -0.6625
C 0.177 1.610 8.406 0.02 -0.12 -0.06 -0.6655
Cl 1.173 3.043 8.039 0.02 0.05 0.00 0.5520
H -0.995 2.623 9.903 0.03 0.01 0.01 0.0652
H -1.143 0.856 9.899 0.02 -0.01 -0.01 0.0713
H -0.599 1.559 7.645 -0.02 0.00 -0.02 0.0632
H 0.815 0.735 8.305 0.01 0.03 0.01 0.0604

***

2.
138
Properties=species:S:1:pos:R:3:forces:R:3:lowdin_charge:R:1 method="wB97M-V/def2-TZVPD" total_charge=+1 homo_energy_ev=-10.58 orbital_gap_ev=8.40 spin_multiplicity=1
C -3.270 2.725 -1.090 -0.47 0.28 0.25 -0.0947
O -3.241 1.405 -0.560 0.65 -0.07 -0.17 -0.2217
C -2.456 0.556 -1.420 -0.43 0.58 -0.11 -0.1589
C -1.035 0.223 -0.901 0.48 -0.41 0.20 -0.2190
C -0.665 1.004 0.383 0.55 0.01 -0.43 -0.0928
C 0.413 0.355 1.276 -1.01 1.29 0.05 -0.0835
N 1.368 -0.545 0.582 0.06 -0.75 1.39 0.0187
C 2.060 -1.385 1.626 1.44 0.47 0.57 -0.1159
O 2.941 -0.560 2.367 -0.87 -0.55 0.07 -0.0258
C 2.710 -0.749 3.761 0.24 0.57 -0.79 -0.2199
C 1.903 0.159 4.386 -0.37 0.54 -0.04 0.0178
C 1.613 0.033 5.730 -0.76 0.99 0.05 -0.2484
C 0.733 1.093 6.381 1.29 -0.48 -0.26 -0.0379
C 2.162 -1.027 6.411 -0.25 0.06 0.74 -0.0259
C 2.973 -1.918 5.763 0.48 -0.85 0.45 -0.0164
C 3.285 -1.803 4.425 0.10 -0.85 -0.98 -0.1531
C 4.219 -2.768 3.711 1.12 0.26 0.93 -0.3434
C 4.169 -4.194 4.279 0.16 0.15 -0.43 -0.0662
C 5.663 -2.232 3.972 -0.71 -0.19 0.18 -0.0432
C 0.799 -1.489 -0.446 0.22 -0.46 -1.18 -0.1145
B 1.767 -1.392 -1.749 0.33 0.26 -0.40 -0.5710
O 2.534 -2.487 -2.089 -0.43 0.15 0.82 0.1920
N 1.887 -0.189 -2.540 0.61 -0.47 -0.75 -0.0740
C 3.082 0.616 -2.175 -1.07 0.61 1.25 -0.0492
C 1.911 -0.518 -3.989 -0.22 0.02 -0.57 -0.0584
C -0.715 -1.311 -0.793 0.14 0.36 -0.12 -0.2169
B -0.885 -2.014 -2.246 -0.15 -0.17 -0.37 -0.7170
O -0.747 -3.385 -2.396 0.89 0.44 0.22 0.1780
O -1.117 -1.312 -3.400 -0.70 -0.12 0.57 0.1739
Si -1.913 -2.292 0.354 -1.17 -0.06 0.38 0.6057
C -1.064 -3.627 1.395 0.24 0.80 0.06 -0.1522
C -2.819 -1.183 1.588 0.11 -0.49 -0.14 -0.1468
C -3.298 -3.150 -0.620 0.87 -0.06 -0.07 -0.1427
H -3.636 3.428 -0.335 0.02 -0.32 0.12 0.0895
H -3.979 2.764 -1.926 0.31 0.07 -0.10 0.0979
H -2.275 3.072 -1.393 -0.11 -0.12 -0.10 0.0917
H -2.341 1.104 -2.359 0.00 -0.33 -0.08 0.1230
H -3.074 -0.310 -1.663 0.21 -0.12 0.26 0.0999
H -0.338 0.574 -1.671 -0.11 -0.03 0.05 0.1327
H -0.265 1.970 0.054 -0.22 0.00 0.11 0.1246
H -1.523 1.208 1.024 -0.01 -0.06 -0.18 0.1106
H 1.002 1.166 1.707 0.12 -0.23 0.03 0.1303
H -0.072 -0.130 2.125 0.31 -0.57 -0.29 0.1216
H 2.119 0.044 0.211 -0.27 0.00 -0.35 0.1683
H 1.324 -1.829 2.295 -0.19 -0.09 -0.39 0.1493
H 2.684 -2.143 1.141 -0.42 0.02 -0.33 0.1449
H 1.492 1.000 3.839 0.09 -0.05 -0.03 0.1185
H -0.326 0.900 6.230 0.03 0.11 0.26 0.0762
H 1.020 1.141 7.433 -0.56 0.07 0.04 0.0836
H 1.025 2.045 5.928 -0.39 0.05 0.11 0.0758
H 1.961 -1.154 7.470 -0.01 0.01 -0.09 0.1250
H 3.381 -2.747 6.331 0.00 0.08 -0.05 0.1165
H 4.075 -2.753 2.627 -0.25 -0.15 0.16 0.1134
H 4.415 -4.188 5.342 -0.18 -0.03 -0.07 0.0733
H 4.969 -4.772 3.806 -0.27 -0.11 -0.06 0.0818
H 3.206 -4.684 4.117 0.10 0.00 0.10 0.0852
H 6.405 -2.966 3.652 0.04 0.26 -0.15 0.0796
H 5.748 -2.109 5.057 0.23 0.05 -0.14 0.0877
H 5.802 -1.256 3.503 0.18 -0.15 -0.02 0.0837
H 0.934 -2.518 -0.083 -0.04 0.32 0.51 0.1116
H 2.534 -3.097 -1.339 0.08 -0.39 -0.44 0.1077
H 2.736 1.505 -1.621 0.21 -0.02 -0.12 0.0851
H 3.740 0.067 -1.481 0.31 0.05 -0.43 0.0880
H 3.609 1.005 -3.044 0.02 -0.33 -0.02 0.0769
H 1.302 0.195 -4.548 0.05 -0.02 0.14 0.0818
H 1.520 -1.519 -4.195 -0.09 0.13 0.18 0.0889
H 2.916 -0.480 -4.425 -0.01 0.00 0.26 0.0837
H -0.100 -3.743 -1.776 -0.46 -0.35 0.07 0.1001
H -2.075 -1.190 -3.563 -0.09 0.41 -0.21 0.0746
H -0.254 -4.153 0.881 -0.20 -0.25 0.18 0.0289
H -0.653 -3.132 2.288 0.13 -0.16 -0.14 0.0280
H -1.826 -4.310 1.781 0.14 -0.14 -0.28 0.0473
H -2.151 -0.563 2.189 -0.31 0.12 0.01 0.0231
H -3.345 -1.872 2.263 0.14 0.09 0.01 0.0497
H -3.601 -0.606 1.088 0.29 0.25 0.08 0.0258
H -2.856 -4.057 -1.048 -0.24 0.07 -0.07 0.0378
H -3.685 -2.545 -1.446 -0.16 -0.09 0.15 0.0323
H -4.095 -3.457 0.063 -0.02 0.19 -0.11 0.0457
C 6.747 -1.774 -6.562 0.10 0.07 -0.01 -0.3610
O 6.943 -1.468 -7.720 -0.10 -0.04 0.00 0.0192
N 5.728 -2.547 -6.130 0.05 0.03 0.18 -0.2014
C 5.548 -2.873 -4.730 -0.20 -0.07 -0.29 -0.0588
C 4.782 -3.065 -7.105 0.18 0.14 -0.09 -0.0403
H 7.407 -1.433 -5.746 -0.03 -0.03 0.04 0.1306
H 5.587 -3.957 -4.601 -0.01 0.02 0.16 0.0904
H 4.575 -2.508 -4.393 0.03 -0.07 0.16 0.0703
H 6.329 -2.416 -4.126 0.03 0.02 -0.07 0.0827
H 5.308 -3.677 -7.838 -0.09 0.00 -0.05 0.0941
H 4.305 -2.236 -7.630 -0.04 -0.07 -0.06 0.0926
H 4.025 -3.664 -6.605 0.04 0.02 0.06 0.0844
C -4.122 -1.085 -4.993 -0.02 -0.01 -0.12 -0.3092
O -3.960 -0.796 -3.807 0.30 -0.23 -0.08 -0.0132
N -5.282 -1.459 -5.528 0.01 0.02 -0.05 -0.1826
C -5.412 -1.786 -6.938 -0.16 0.01 0.14 -0.0392
C -6.457 -1.541 -4.671 0.16 0.07 0.13 -0.0223
H -3.295 -1.052 -5.718 0.00 -0.01 0.03 0.1469
H -6.137 -1.117 -7.403 0.02 -0.05 -0.08 0.0952
H -5.756 -2.816 -7.042 0.01 0.02 -0.09 0.0952
H -4.455 -1.679 -7.444 0.02 0.01 0.05 0.0876
H -6.655 -0.566 -4.226 -0.07 -0.04 0.03 0.0967
H -6.275 -2.256 -3.869 -0.08 0.02 0.02 0.0948
H -7.319 -1.857 -5.253 0.06 0.00 -0.06 0.0914
C 2.446 3.664 -5.222 -0.08 0.00 -0.05 -0.3408
O 2.434 2.470 -4.972 0.11 0.01 0.11 -0.0001
N 3.554 4.413 -5.342 -0.07 0.12 0.01 -0.1957
C 3.499 5.832 -5.643 0.20 -0.17 0.03 -0.0514
C 4.851 3.778 -5.167 -0.20 -0.16 -0.01 -0.0343
H 1.517 4.237 -5.374 0.02 0.02 -0.01 0.1350
H 4.028 6.030 -6.576 -0.04 0.11 0.01 0.0930
H 3.972 6.396 -4.837 -0.03 0.10 -0.06 0.0908
H 2.467 6.159 -5.745 -0.01 -0.06 0.01 0.0839
H 4.970 2.979 -5.899 0.09 -0.01 0.04 0.0963
H 4.914 3.343 -4.168 0.09 -0.01 -0.02 0.0855
H 5.643 4.511 -5.295 -0.05 0.04 -0.01 0.0888
C -7.743 1.374 0.923 -0.05 -0.02 -0.13 -0.3587
O -8.953 1.447 0.846 0.02 0.01 0.09 0.0170
N -7.029 1.532 2.056 0.15 -0.03 -0.13 -0.1999
C -5.584 1.430 2.072 -0.26 0.03 0.26 -0.0620
C -7.736 1.812 3.295 -0.14 -0.03 -0.21 -0.0399
H -7.111 1.165 0.041 0.05 0.00 0.03 0.1318
H -5.288 0.625 2.748 0.18 0.06 -0.01 0.0863
H -5.160 2.373 2.426 0.17 -0.07 -0.01 0.0920
H -5.194 1.216 1.078 -0.08 0.04 -0.03 0.0582
H -8.432 1.001 3.512 -0.03 0.06 0.08 0.0936
H -8.307 2.735 3.192 -0.04 -0.03 0.09 0.0935
H -7.026 1.911 4.113 0.05 -0.02 -0.05 0.0847
C -1.581 3.197 8.567 -0.07 -0.11 0.09 -0.3422
O -1.644 2.334 7.710 -0.02 0.16 -0.04 -0.0043
N -1.308 4.494 8.336 0.01 0.05 0.14 -0.1976
C -1.248 5.473 9.405 0.03 0.02 -0.28 -0.0529
C -1.066 4.925 6.970 -0.07 -0.24 0.03 -0.0379
H -1.748 2.974 9.633 0.00 0.03 0.00 0.1360
H -1.991 6.254 9.231 0.03 0.05 0.11 0.0913
H -0.255 5.926 9.434 -0.04 0.06 0.10 0.0907
H -1.450 5.001 10.364 -0.01 -0.05 -0.03 0.0845
H -1.942 4.708 6.356 0.05 0.04 -0.07 0.0934
H -0.215 4.381 6.559 -0.01 0.05 -0.08 0.0814
H -0.862 5.992 6.948 -0.01 -0.01 0.07 0.0875